[1]
A molecular structure, C36H32AlClIO6 at a distorted geometry, computed with ωB97M-V/def2-TZVPD.

Last column: Mulliken charge in e.
Cartesian coordinates (Å):
C 0.3670 0.9630 -4.1094  -1.096
C -1.0024 1.5932 -4.4515  -0.158
C -1.2289 1.6698 -5.9523  -0.307
Cl -0.3283 3.1526 -6.5354  -0.294
Al -3.2085 1.9871 -6.3187  0.181
I -3.6582 2.5838 -8.8158  -0.436
C -4.3440 0.4011 -5.6945  -0.847
C -4.8179 0.6912 -4.2543  -0.376
C -6.1210 0.0032 -3.8706  -0.843
C -7.4052 0.6824 -4.2918  -0.506
O -7.6852 1.8904 -3.5787  -0.334
C -7.1829 3.0018 -4.1120  0.050
O -6.8325 3.1462 -5.2162  -0.416
H 1.0434 1.0304 -4.9435  0.327
H 0.2147 -0.0876 -3.8840  0.354
H 0.8260 1.4222 -3.2468  0.171
H -1.7784 1.0084 -3.9713  -0.100
H -1.0031 2.5968 -4.0676  0.345
H -0.8340 0.7976 -6.4571  0.498
H -3.6543 3.2540 -5.4301  -0.277
H -3.7711 -0.5160 -5.7311  0.431
H -5.2303 0.3039 -6.3182  0.376
H -4.0588 0.2968 -3.5854  0.202
H -4.8188 1.7628 -4.0929  0.231
H -6.1349 -0.9816 -4.3189  0.325
H -6.1534 -0.1599 -2.7959  0.388
H -7.4365 0.8025 -5.3655  0.372
H -8.2112 0.0055 -4.0484  0.372
H -7.1562 3.8376 -3.4091  0.393
C 2.5827 1.4837 3.7634  -0.426
C 1.5493 1.3735 2.8382  -0.471
C 1.7649 1.7108 1.5138  -0.631
C 3.0115 2.1700 1.1096  0.268
C 4.0429 2.3016 2.0418  0.339
C 3.8254 1.9472 3.3677  -0.702
C 5.3735 2.8340 1.6374  0.480
O 6.2733 2.9434 2.4469  -0.691
C 5.5716 3.2356 0.2168  0.327
C 6.7868 3.7846 -0.1726  -0.603
C 6.9885 4.1501 -1.4922  -0.436
C 5.9799 3.9616 -2.4324  -0.548
C 4.7654 3.4194 -2.0498  -0.590
C 4.5542 3.0628 -0.7243  0.157
C 3.2303 2.5104 -0.3239  0.480
O 2.3531 2.3460 -1.1430  -0.646
H 2.4132 1.2105 4.7974  0.470
H 0.5768 1.0194 3.1529  0.387
H 0.9660 1.6207 0.7904  0.524
H 4.6288 2.0387 4.0860  0.459
H 7.5706 3.9271 0.5587  0.460
H 7.9343 4.5822 -1.7927  0.391
H 6.1420 4.2423 -3.4648  0.409
H 3.9776 3.2753 -2.7771  0.566
C 3.3503 -4.0692 7.3723  -0.439
C 3.5373 -2.9303 6.5951  -0.554
C 2.6133 -2.5949 5.6210  -0.621
C 1.5026 -3.4024 5.4120  0.123
C 1.3262 -4.5570 6.1770  0.403
C 2.2486 -4.8807 7.1637  -0.646
C 0.1661 -5.4610 5.9379  0.551
O 0.0100 -6.4619 6.6072  -0.677
C -0.7908 -5.1091 4.8526  0.188
C -1.8489 -5.9648 4.5750  -0.570
C -2.7531 -5.6447 3.5771  -0.462
C -2.6101 -4.4634 2.8561  -0.532
C -1.5552 -3.6088 3.1251  -0.527
C -0.6379 -3.9313 4.1168  0.247
C 0.5090 -3.0174 4.3717  0.443
O 0.6367 -1.9858 3.7461  -0.648
H 4.0701 -4.3252 8.1389  0.388
H 4.4057 -2.3039 6.7520  0.420
H 2.7533 -1.7079 5.0175  0.674
H 2.1036 -5.7692 7.7627  0.473
H -1.9605 -6.8809 5.1384  0.465
H -3.5740 -6.3152 3.3589  0.399
H -3.3216 -4.2125 2.0805  0.411
H -1.4389 -2.6924 2.5630  0.496

Calculated values
**LUMO level**: -0.002 Ha
**Total charge**: -1

[2]
A molecular structure, C36H32AsClCoP at a distorted geometry, computed with ωB97M-V/def2-TZVPD.

Last column: Mulliken charge in e.
Cartesian coordinates (Å):
Co 1.2694 -0.3906 0.2641  -0.183
Cl 2.2653 1.1010 1.5009  -0.325
P 0.9240 0.7758 -1.4789  1.839
C -0.4064 0.0691 -2.4983  0.451
C -0.0989 -0.9533 -3.4026  -0.944
C -1.1314 -1.6633 -4.0166  -0.880
C -2.4641 -1.3327 -3.7460  -0.620
C -2.7756 -0.3278 -2.8210  -0.812
C -1.7455 0.3409 -2.1562  -0.234
C 0.7048 2.5796 -1.6780  0.967
C 1.5247 3.4348 -0.9213  -0.331
C 1.4361 4.8132 -1.1043  -0.774
C 0.5004 5.3459 -1.9966  -0.545
C -0.3676 4.4981 -2.6930  -0.672
C -0.2683 3.1147 -2.5367  -0.224
C 2.5064 0.4462 -2.3402  0.376
C 3.5807 -0.0864 -1.6153  -0.816
C 4.8000 -0.2767 -2.2672  -0.858
C 4.9407 0.0823 -3.6138  -0.586
C 3.8653 0.6438 -4.3156  -0.765
C 2.6438 0.8438 -3.6738  -0.429
H 2.2038 3.0031 -0.1773  0.298
H 2.0975 5.4761 -0.5508  0.453
H 0.4185 6.4194 -2.1244  0.432
H -1.1358 4.8891 -3.3563  0.451
H -0.9462 2.4525 -3.0846  0.390
H 0.9383 -1.2229 -3.5699  0.770
H -0.8628 -2.4857 -4.6744  0.477
H -3.2645 -1.8815 -4.2416  0.442
H -3.8007 -0.0673 -2.5907  0.518
H -1.9792 1.0525 -1.3668  0.736
H 3.4579 -0.3196 -0.5395  0.425
H 5.6467 -0.6991 -1.7245  0.443
H 5.8983 -0.0643 -4.1175  0.427
H 3.9578 0.9398 -5.3590  0.434
H 1.8008 1.3085 -4.1934  0.480
H 1.0490 -3.2193 -2.4567  0.148
H 1.7788 -3.0571 -2.3480  -0.118
C -3.0139 2.7073 3.8371  -0.589
C -2.1865 3.0527 2.7641  -0.624
C -1.4230 2.0765 2.1140  -0.207
C -1.5451 0.7433 2.5177  0.561
C -2.3036 0.3926 3.6404  -0.509
C -3.0430 1.3901 4.2942  -0.732
As -0.7133 -0.6753 1.3348  1.399
C 0.7012 -1.4583 2.4472  0.852
C 1.7968 -2.0748 1.7444  -0.557
C 2.9895 -2.3272 2.4620  -0.653
C 3.0654 -2.0238 3.8227  -0.740
C 1.9637 -1.4798 4.4952  -0.636
C 0.7757 -1.1831 3.8117  -0.554
C -2.0238 -2.1640 1.5139  0.486
C -1.7112 -3.3244 2.2321  -0.207
C -2.7005 -4.2739 2.4804  -0.772
C -4.0091 -4.0593 2.0322  -0.467
C -4.3232 -2.8886 1.3179  -0.740
C -3.3348 -1.9350 1.0692  -0.336
H -3.5996 3.4735 4.3360  0.412
H -2.1497 4.0956 2.4423  0.437
H -0.7446 2.3396 1.2951  0.201
H -2.3443 -0.6433 3.9952  0.431
H -3.6535 1.1441 5.1682  0.399
H 1.6800 -2.3782 0.6588  0.632
H 3.8461 -2.7668 1.9360  0.462
H 3.9863 -2.2205 4.3760  0.422
H 2.0335 -1.2906 5.5731  0.432
H -0.0710 -0.7208 4.3227  0.303
H -0.7042 -3.4462 2.6460  0.414
H -2.4694 -5.1725 3.0555  0.419
H -4.7915 -4.7785 2.2698  0.408
H -5.3499 -2.7276 0.9965  0.426
H -3.5914 -0.9850 0.5837  0.390

Calculated values
**ΔE to the lowest compared entry with this formula, charge and spin**: 5.0 kcal/mol
**LUMO level (spin up / spin down)**: -0.228 / -0.347 Ha
**Spin multiplicity**: 5
**Total charge**: +2

[3]
A molecular structure, C36H32CrF3IN5O5PS3, computed with ωB97M-V/def2-TZVPD.

Last column: Mulliken charge in e.
Cartesian coordinates (Å):
Cr 0.9689 -0.5062 0.9146  -0.187
N 1.1582 -2.4518 1.7975  0.056
C 1.5165 -3.4219 0.7972  -0.170
C 1.7985 -4.7294 1.0777  -0.379
C 2.1430 -5.6219 0.0453  -0.741
C 2.2053 -5.2017 -1.2548  -0.914
C 1.9030 -3.8622 -1.5786  1.256
C 1.9611 -3.3348 -2.8866  -1.123
C 1.6474 -2.0254 -3.1072  -0.938
C 1.2634 -1.2207 -2.0205  -0.190
N 1.2063 -1.6820 -0.7970  1.731
C 1.5352 -2.9812 -0.5424  -0.485
H 0.2753 -2.7483 2.2404  -0.005
H 1.8714 -2.3715 2.5237  0.407
H 1.7360 -5.0765 2.1004  0.533
H 2.3589 -6.6525 0.2940  0.402
H 2.4838 -5.8850 -2.0478  0.460
H 2.2518 -3.9821 -3.7050  0.392
H 1.6878 -1.5961 -4.0977  0.525
H 1.0109 -0.1715 -2.1215  0.041
S -2.2356 -1.4030 -1.9731  -0.256
C -1.7746 -2.6513 -3.1331  1.012
C -1.6028 -3.9947 -2.8150  -0.585
C -1.2299 -4.8966 -3.8033  -0.673
C -1.0366 -4.4800 -5.1106  -0.556
C -1.2228 -3.1403 -5.4303  -0.495
C -1.5851 -2.2327 -4.4512  -0.768
H -1.7493 -4.3559 -1.8065  0.426
H -1.0901 -5.9366 -3.5361  0.422
H -0.7434 -5.1895 -5.8735  0.374
H -1.0749 -2.7961 -6.4464  0.380
H -1.7144 -1.1865 -4.7026  0.425
O 4.5222 -1.8668 -0.4780  -0.525
S 4.3224 -0.8027 0.5251  0.038
N 2.9729 -0.3477 0.8716  0.255
N 0.5956 1.0639 -0.0918  0.545
P -0.0587 2.4020 0.3014  1.149
C -0.4343 3.3713 -1.2004  -0.265
C -0.6091 4.7517 -1.1827  -0.202
C -0.9098 5.4346 -2.3523  -0.779
C -1.0372 4.7400 -3.5484  -0.493
C -0.8665 3.3626 -3.5712  -0.723
C -0.5656 2.6812 -2.4000  -0.119
C 0.9843 3.5414 1.2726  0.076
C 2.2709 3.7415 0.7723  -0.571
C 3.1882 4.5049 1.4721  -0.639
C 2.8341 5.0723 2.6895  -0.480
C 1.5600 4.8777 3.1956  -0.646
C 0.6369 4.1177 2.4889  -0.055
C -1.6795 2.3989 1.1787  0.539
C -2.8463 2.8607 0.5729  -0.760
C -4.0675 2.7936 1.2328  -0.680
C -4.1397 2.2727 2.5154  -0.514
C -2.9849 1.8008 3.1286  -0.901
C -1.7702 1.8489 2.4597  -0.199
H -0.4992 5.2954 -0.2511  0.399
H -1.0380 6.5097 -2.3324  0.396
H -1.2665 5.2735 -4.4625  0.382
H -0.9649 2.8191 -4.5029  0.412
H -0.4285 1.6061 -2.3883  0.025
H 2.5603 3.2611 -0.1556  0.292
H 4.1888 4.6378 1.0807  0.404
H 3.5583 5.6509 3.2490  0.366
H 1.2838 5.3002 4.1533  0.422
H -0.3518 3.9748 2.9021  0.405
H -2.8129 3.2705 -0.4287  0.346
H -4.9618 3.1517 0.7381  0.418
H -5.0894 2.2293 3.0345  0.369
H -3.0251 1.3822 4.1271  0.443
H -0.8876 1.4423 2.9311  0.177
N -3.2794 -0.9549 1.2115  -0.035
C -2.0886 -1.3247 0.7232  -1.035
O -1.0471 -0.8344 1.1538  -0.209
C -2.0992 -2.3149 -0.4112  0.389
I -1.9638 -4.2938 2.5148  -0.673
H -3.2676 -0.3775 2.0395  0.183
H -4.0465 -1.5985 1.1122  0.262
H -1.1589 -2.8588 -0.3727  -0.384
H -2.9141 -3.0246 -0.2852  1.157
F 0.9498 2.1010 5.2906  -0.213
C 1.3318 0.8153 5.2761  0.552
F 2.1374 0.6141 6.3232  -0.230
F 0.2383 0.0642 5.4378  -0.226
S 2.2064 0.4019 3.7043  1.294
O 2.7196 -0.9295 3.9074  -0.769
O 3.1285 1.4718 3.5004  -0.671
O 1.0466 0.4038 2.7772  -0.073

Calculated values
**ΔE to the lowest compared entry with this formula, charge and spin**: 0.0 kcal/mol
**LUMO level (spin up / spin down)**: 0.074 / 0.071 Ha
**Spin multiplicity**: 4
**Total charge**: -1

[4]
A molecular structure, C36H32IrN12OS at a distorted geometry, computed with ωB97M-V/def2-TZVPD.

Last column: Mulliken charge in e.
Cartesian coordinates (Å):
Ir -0.0534 0.1027 0.2752  3.635
C 2.7652 -1.1818 -1.0476  -1.784
N 1.3050 -1.1740 -0.8579  0.006
C 0.6552 -2.1089 -1.4719  0.042
C -0.7243 -2.0975 -1.4560  -0.377
C -1.6940 -2.8962 -2.0463  -0.938
C -2.9226 -2.3007 -1.7410  -1.202
C -2.6500 -1.1694 -0.9859  -0.544
N -1.3104 -1.0450 -0.8085  0.965
C 3.6251 -1.4745 0.1522  0.608
C 4.7940 -0.7577 0.3644  -0.356
C 5.6471 -1.0987 1.4060  -0.741
C 5.3364 -2.1667 2.2366  -0.656
C 4.1691 -2.8935 2.0242  -0.619
C 3.3127 -2.5424 0.9904  -0.161
H 3.0646 -0.2262 -1.4840  0.379
H 2.9786 -1.9612 -1.7820  0.752
H 1.1813 -2.8796 -2.0288  0.513
H -1.5136 -3.7870 -2.6272  0.591
H -3.9052 -2.6350 -2.0288  0.516
H -3.3517 -0.4486 -0.6093  0.502
H 5.0595 0.0533 -0.3068  0.503
H 6.5611 -0.5400 1.5586  0.427
H 6.0104 -2.4451 3.0362  0.440
H 3.9380 -3.7462 2.6498  0.454
H 2.4042 -3.1109 0.8225  0.402
N 2.5128 0.2142 2.6718  0.622
C 2.6208 1.2218 1.8232  -0.493
N 3.4723 2.1932 2.1292  -0.819
C 3.5266 3.2283 1.2982  -0.133
N 4.3422 4.2349 1.5861  -0.319
N 2.7995 3.3323 0.1524  -0.946
C 1.9946 2.3363 -0.0696  -0.030
N 1.8198 1.2555 0.7010  1.541
C 1.1861 2.3366 -1.2956  0.421
C 1.3031 3.3182 -2.2577  -0.468
C 0.5302 3.2207 -3.4060  -0.852
C -0.3255 2.1400 -3.5501  -0.945
C -0.4029 1.2049 -2.5342  -0.035
N 0.3355 1.3063 -1.4226  0.329
H 3.2217 0.1413 3.3837  0.326
H 2.0625 -0.6343 2.3693  -0.548
H 4.9135 4.1973 2.4127  0.270
H 4.4089 5.0179 0.9592  0.251
H 1.9971 4.1292 -2.0909  0.597
H 0.5993 3.9770 -4.1765  0.524
H -0.9320 2.0203 -4.4364  0.531
H -1.0732 0.3596 -2.5964  0.172
O -0.1378 -1.5119 1.4683  -0.598
C 0.0089 -1.8671 2.7585  -0.166
C 0.1725 -3.2358 2.9941  -0.741
C 0.2916 -3.7321 4.2751  -0.860
C 0.2543 -2.8676 5.3704  -0.924
C 0.0943 -1.5213 5.1498  -0.894
C -0.0210 -1.0043 3.8501  1.431
C -0.1073 0.4194 3.6093  -0.819
N -0.1492 1.0010 2.4264  1.485
C -0.1170 2.3748 2.6358  -0.771
C -0.0721 2.6111 3.9641  -1.469
N -0.0712 1.3701 4.5642  -0.076
H 0.1874 -3.8913 2.1317  0.565
H 0.4142 -4.7959 4.4302  0.480
H 0.3444 -3.2513 6.3767  0.482
H 0.0563 -0.8613 6.0084  0.417
H -0.1398 3.0824 1.8260  0.443
H -0.0274 3.5291 4.5226  0.524
H -0.0438 1.2079 5.5565  0.201
N -2.7858 -0.7138 1.8742  0.052
C -2.7650 0.5777 1.5694  0.065
N -2.0244 1.1399 0.6082  0.279
C -2.2781 2.5318 0.5483  -1.621
C -1.7917 3.4366 -0.3872  -0.253
C -2.1467 4.7731 -0.2913  -0.842
C -2.9740 5.2263 0.7312  -0.714
C -3.5013 4.3315 1.6450  -0.519
C -3.1578 2.9944 1.5249  1.509
S -3.7436 1.6683 2.4899  -0.242
H -2.0994 -1.3406 1.4709  -0.070
H -3.4131 -1.0601 2.5799  0.315
H -1.1639 3.1019 -1.1922  0.630
H -1.7794 5.4725 -1.0306  0.458
H -3.2254 6.2756 0.7998  0.422
H -4.1668 4.6628 2.4311  0.467

Calculated values
**ΔE to the lowest compared entry with this formula, charge and spin**: 0.0 kcal/mol
**LUMO level (spin up / spin down)**: -0.223 / -0.258 Ha
**Spin multiplicity**: 2
**Total charge**: +2

Quick rundown of total energy, same order as above: -2842.959541; -5810.425586; -5219.007841; -2625.532591 hartree